Version one
# CH2ClOP

A 2-piece molecular cluster, CH2ClOP overall (wB97M-V/def2-TZVPD, OMol25).

Results
LUMO energy: 0.61 eV
HOMO-LUMO gap: 9.678 eV
HOMO level: -9.066 eV
SMILES: O=C=P.Cl

Geometry as ORCA input:
```
! RIJCOSX wB97M-V def2-TZVPD def2/J DEFGRID3
* xyz 0 1
C -2.741 0.521 -0.141
O -2.727 1.681 -0.181
P -2.446 -1.088 -0.241
Cl 2.658 0.045 -0.374
H 3.827 -0.261 -0.718
H -3.670 -1.048 0.467
*
```

---

Version two
# CH2ClOP

A 2-piece molecular cluster, CH2ClOP overall (wB97M-V/def2-TZVPD, OMol25).

Results
LUMO energy (alpha / beta): -1.35 / -1.16 eV
HOMO-LUMO gap (alpha / beta): 7.547 / 8.281 eV
HOMO level (alpha / beta): -8.898 / -9.445 eV

Geometry as ORCA input:
```
! RIJCOSX wB97M-V def2-TZVPD def2/J DEFGRID3
* xyz 0 1
C -0.743 -2.302 -3.497
O -0.043 -2.083 -2.569
P -0.523 -0.398 0.858
Cl -2.433 -2.263 -3.566
H -0.658 0.162 -0.405
H 0.741 0.156 1.008
*
```

---

Version three
# CH2ClOP

A 2-piece molecular cluster, CH2ClOP overall (wB97M-V/def2-TZVPD, OMol25).

Results
LUMO energy: 0.03 eV
HOMO-LUMO gap: 9.316 eV
HOMO level: -9.284 eV
SMILES: O=C=P.Cl

Geometry as ORCA input:
```
! RIJCOSX wB97M-V def2-TZVPD def2/J DEFGRID3
* xyz 0 1
C 0.770 -0.151 -0.185
O 0.232 0.575 -0.849
P 1.525 -1.255 0.724
Cl -2.697 0.767 -0.303
H -1.818 0.219 -1.065
H 1.988 -0.156 1.679
*
```

---

We find version one to be the most stable, with the next structure 3.0 kcal/mol higher.